{
  "formula": "C4H6O2",
  "method": "ωB97M-V with the def2-TZVPD basis set",
  "fmax_ev_per_a": 2.8,
  "mol_weight_da": 86.1,
  "relative_energy_kcal_mol": 48.38,
  "charge": 0,
  "homo_energy_ev": -10.113,
  "orbital_gap_ev": 11.02,
  "elements": ["O", "C", "C", "C", "C", "O", "H", "H", "H", "H", "H", "H"],
  "coordinates": [[2.48939, 1.35668, -0.08285], [1.41662, 0.83982, -0.11293], [0.63557, -0.92108, -0.47083], [-0.61930, -0.79089, 0.31570], [-0.95273, 0.85417, 0.19555], [0.19528, 1.59698, 0.45520], [0.44767, -1.10745, -1.54146], [1.46647, -1.51026, -0.09663], [-1.53180, -1.23390, -0.10397], [-0.49027, -1.09348, 1.36850], [-1.76729, 0.97872, 0.91654], [-1.28961, 1.03067, -0.84281]]
}



{
  "formula": "C5H13N3O",
  "method": "ωB97M-V with the def2-TZVPD basis set",
  "fmax_ev_per_a": 5.4,
  "mol_weight_da": 131.2,
  "relative_energy_kcal_mol": 68.65,
  "charge": 0,
  "homo_energy_ev": -8.485,
  "smiles": "C=C(N)N(C)[C@@H](O)NC",
  "orbital_gap_ev": 9.51,
  "elements": ["C", "C", "C", "N", "N", "C", "N", "C", "O", "H", "H", "H", "H", "H", "H", "H", "H", "H", "H", "H", "H", "H"],
  "coordinates": [[-0.60658, 0.30249, 0.32177], [1.00082, 0.22032, -1.47310], [-1.59526, 2.67033, 0.11399], [0.65766, -0.10304, -0.09716], [-0.33781, 1.95685, 0.22164], [0.70877, -1.71201, 0.14063], [1.86388, -1.99556, 0.84500], [-0.23246, -2.59055, -0.18398], [-0.96396, -0.09132, 1.58675], [-0.16301, -0.15287, 2.12582], [-1.45562, 0.10290, -0.34892], [0.11015, 2.17895, 1.10806], [2.11696, -2.97146, 0.91569], [2.65093, -1.40576, 0.62049], [1.90831, -0.31939, -1.73943], [1.16108, 1.29376, -1.53104], [0.20846, -0.05230, -2.18143], [-1.42026, 3.74260, 0.23276], [-2.35234, 2.35557, 0.84730], [-2.00079, 2.50278, -0.88589], [-0.07644, -3.65231, -0.05777], [-1.18248, -2.27999, -0.58118]]
}



{
  "formula": "C3H3F6PS2",
  "method": "ωB97M-V with the def2-TZVPD basis set",
  "fmax_ev_per_a": 3.5,
  "mol_weight_da": 248.2,
  "charge": 0,
  "homo_energy_ev": -9.576,
  "smiles": "CSP(=S)(C(F)(F)F)C(F)(F)F",
  "orbital_gap_ev": 9.57,
  "elements": ["C", "C", "C", "F", "F", "F", "F", "F", "F", "P", "S", "S", "H", "H", "H"],
  "coordinates": [[2.65415, -0.01917, -0.15629], [-1.25896, 1.45777, -0.03256], [-1.56694, -1.31945, -0.21543], [-0.44838, 2.51361, -0.30660], [-2.14016, 1.90498, 0.86122], [-1.75773, 1.12736, -1.22627], [-1.19188, -2.60370, 0.14084], [-2.67510, -0.92285, 0.31344], [-1.65373, -1.43222, -1.52379], [-0.18677, -0.15991, 0.34276], [0.31579, -0.28858, 2.31100], [1.22518, -0.46408, -1.10922], [2.90780, 1.00032, -0.01645], [3.43145, -0.71197, -0.23246], [2.34529, -0.08210, 0.84981]]
}



{
  "formula": "C17H15N6O7RuS2Te",
  "method": "ωB97M-V with the def2-TZVPD basis set",
  "fmax_ev_per_a": 0.4,
  "mol_weight_da": 708.1,
  "relative_energy_kcal_mol": 12.52,
  "charge": -1,
  "multiplicity": 5,
  "homo_energy_ev": [-4.336, -4.864],
  "s_squared": 6.02,
  "orbital_gap_ev": [5.43, 5.95],
  "elements": ["Ru", "O", "C", "O", "C", "C", "C", "C", "C", "C", "O", "N", "O", "O", "N", "O", "O", "H", "H", "S", "C", "S", "C", "C", "N", "C", "N", "C", "C", "N", "C", "C", "N", "C", "C", "H", "H", "H", "H", "H", "H", "H", "H", "H", "H", "H", "H", "H", "Te"],
  "coordinates": [[-0.97430, 2.04224, -0.26712], [-1.91630, -1.71457, -1.88721], [-2.14511, -0.69884, -1.21181], [-1.88293, 0.49126, -1.56911], [-2.76053, -0.90724, 0.16307], [-3.77632, -1.82611, 0.26023], [-4.38129, -2.09914, 1.48560], [-3.94167, -1.47932, 2.63723], [-2.92234, -0.56012, 2.54507], [-2.26742, -0.22542, 1.32428], [-1.25571, 0.56354, 1.28792], [-2.49872, 0.06469, 3.80264], [-2.55621, -0.62451, 4.81387], [-2.13730, 1.21871, 3.78390], [-5.46408, -3.06040, 1.56476], [-5.83124, -3.59814, 0.53366], [-5.96173, -3.27966, 2.65758], [-4.09820, -2.35244, -0.62703], [-4.38237, -1.70492, 3.59611], [0.52140, 4.22786, 0.86162], [1.37638, 3.88526, -0.64575], [0.56491, 3.22412, -1.99240], [2.75750, 4.05161, -0.61637], [3.44751, 4.64267, 0.48475], [4.04409, 5.10952, 1.35354], [3.57674, 3.45379, -1.61610], [4.26076, 2.89253, -2.35919], [3.38219, -0.29506, -0.37822], [2.19915, 0.68923, -0.31193], [0.96639, 0.02783, -0.71754], [0.99641, -0.26186, -2.15193], [2.33382, -0.93906, -2.50362], [2.91348, -1.45607, -1.21148], [1.86746, -2.23044, -0.45501], [0.81032, -1.21413, 0.03292], [3.66876, -0.69827, 0.59270], [4.25078, 0.14477, -0.86806], [2.36879, 1.50855, -0.99928], [2.09134, 1.09454, 0.69458], [0.90235, 0.67046, -2.70417], [0.13930, -0.89212, -2.39206], [3.06552, -0.24088, -2.91185], [2.21770, -1.78745, -3.17695], [3.70108, -2.06295, -1.41697], [2.36932, -2.75486, 0.35735], [1.44598, -2.95551, -1.15053], [0.92030, -0.99237, 1.09335], [-0.17701, -1.63547, -0.13112], [-1.82902, 4.54420, 0.34606]]
}



{
  "formula": "CH4BrN5O2P",
  "method": "ωB97M-V with the def2-TZVPD basis set",
  "fmax_ev_per_a": 6.3,
  "mol_weight_da": 229.0,
  "charge": 1,
  "homo_energy_ev": -13.917,
  "smiles": "N=P(O)(O)n1cnn[n+]1Br",
  "orbital_gap_ev": 8.20,
  "elements": ["N", "P", "O", "O", "N", "C", "N", "N", "N", "Br", "H", "H", "H", "H"],
  "coordinates": [[-0.78758, 0.07002, 2.15655], [-0.89327, -0.36278, 0.65065], [-2.31524, 0.25112, 0.00817], [-0.78927, -2.03905, 0.56035], [0.47612, 0.34095, -0.23600], [0.44969, 0.87000, -1.56147], [1.75467, 1.30507, -1.89557], [2.52782, 1.04785, -0.83793], [1.76126, 0.51064, 0.09852], [2.54669, 0.05341, 1.72283], [-0.70486, -0.75157, 2.77660], [-2.35107, 0.19330, -0.97035], [-1.19956, -2.38406, -0.26434], [-0.47538, 0.89511, -2.20803]]
}